DFT (ωB97M-V/def2-TZVPD) results for one molecule with the formula C4H5FOS at a distorted geometry.

Positions of all 12 atoms, in Å:
C (-0.765, -0.939, -1.626)
S (0.737, -0.096, -1.294)
C (0.463, 0.443, 0.379)
C (0.352, -0.562, 1.458)
O (0.274, -1.741, 1.224)
C (0.574, 1.757, 0.656)
F (0.449, 2.153, 1.945)
H (-0.673, -1.256, -2.670)
H (-1.585, -0.292, -1.483)
H (-0.885, -1.820, -0.982)
H (0.399, -0.163, 2.486)
H (0.662, 2.518, -0.093)

Atomic forces in eV per Å
C 0.084 -1.521 -0.167
S 1.006 0.755 0.597
C 0.547 0.875 -0.395
C 0.159 -0.090 -0.083
O -0.082 -0.019 0.258
C -0.820 -1.748 0.688
F 0.305 0.363 -0.766
H -0.277 0.044 0.193
H -1.060 0.715 -0.100
H 0.120 0.207 -0.268
H -0.145 -0.118 -0.017
H 0.162 0.538 0.059

Values from the calculation:
SMILES: CS/C(C=O)=C/F
Charge: 0
Largest force on an atom, eV/A: 2.0
Spin multiplicity: 1
LUMO energy, Ha: -0.002
Orbital gap, eV: 8.9
HOMO level, eV: -8.95